(1)
{
  "formula": "C25H23ClN2O5",
  "method": "the ωB97M-V functional and the def2-TZVPD basis",
  "homo_energy_ha": -0.3110,
  "gap_ev": 9.160,
  "species": ["O", "C", "N", "C", "C", "C", "O", "C", "C", "C", "C", "C", "C", "O", "C", "C", "C", "O", "N", "C", "C", "C", "C", "C", "C", "C", "Cl", "C", "C", "C", "C", "C", "O", "H", "H", "H", "H", "H", "H", "H", "H", "H", "H", "H", "H", "H", "H", "H", "H", "H", "H", "H", "H", "H", "H", "H"],
  "positions_angstrom": [[2.06941, 3.70520, -0.60763], [1.93981, 2.76663, 0.14988], [2.92081, 1.86698, 0.38474], [4.20040, 1.98348, -0.26659], [4.57261, 0.77251, -1.14660], [4.95908, -0.45832, -0.31766], [3.85928, -0.96271, 0.40079], [2.75630, -1.15289, -0.40059], [1.78678, -2.05938, -0.00039], [0.67656, -2.27978, -0.79180], [0.52570, -1.58591, -1.98234], [1.48215, -0.67130, -2.38237], [2.60724, -0.44743, -1.59733], [3.53957, 0.44714, -2.05304], [0.67403, 2.49536, 0.93852], [-0.18482, 1.36323, 0.36033], [-0.51894, 0.20551, 1.28557], [0.25821, -0.42403, 1.96832], [-1.85094, -0.00887, 1.20189], [-2.53244, -1.01016, 1.97752], [-3.24403, -2.03523, 1.13352], [-2.86752, -2.27296, -0.18228], [-3.51512, -3.22089, -0.95394], [-4.56035, -3.95319, -0.41834], [-4.95044, -3.73815, 0.89133], [-4.29297, -2.78756, 1.65485], [-4.79643, -2.55231, 3.29591], [-2.58991, 0.96840, 0.42480], [-1.57079, 2.06705, 0.21497], [-1.44818, 2.98462, -0.97633], [-0.66761, 3.97264, -0.55429], [-0.36918, 3.66314, 0.89883], [-1.54222, 2.98296, 1.30473], [2.76081, 1.09128, 1.01147], [4.99489, 2.13088, 0.47349], [4.12698, 2.87251, -0.89981], [5.42733, 1.06418, -1.76930], [5.34748, -1.23263, -0.99550], [5.72477, -0.20809, 0.41813], [1.92269, -2.57436, 0.93566], [-0.06177, -3.00196, -0.47999], [-0.33686, -1.75858, -2.60907], [1.38536, -0.11791, -3.30301], [0.92361, 2.27964, 1.98136], [0.20202, 0.97468, -0.58445], [-3.25057, -0.52762, 2.65156], [-1.76683, -1.50280, 2.58878], [-2.04523, -1.71006, -0.59596], [-3.20136, -3.38932, -1.97298], [-5.07105, -4.69362, -1.01435], [-5.75995, -4.30387, 1.32512], [-3.44751, 1.33690, 0.99393], [-2.93910, 0.54830, -0.52451], [-1.85346, 2.78606, -1.94781], [-0.26685, 4.80994, -1.08594], [-0.14144, 4.50267, 1.54820]],
  "forces_ev_per_a": [[-0.01, 0.39, -0.24], [-0.22, -0.27, 0.50], [0.33, -0.29, 0.07], [0.10, -0.09, -0.44], [0.34, 0.10, 0.67], [0.40, 0.19, -0.60], [-0.50, 0.00, 0.18], [0.04, -0.09, -0.16], [0.22, 0.14, -0.12], [0.00, -0.08, 0.04], [-0.05, 0.02, -0.04], [0.22, 0.07, 0.06], [-0.04, -0.08, 0.01], [-0.32, -0.09, -0.08], [-0.19, 0.22, 0.01], [-0.18, -0.08, 0.27], [0.35, 0.37, -0.26], [0.30, -0.17, 0.34], [-0.48, -0.21, 0.03], [0.16, -0.03, 0.22], [-0.10, 0.00, 0.07], [-0.07, -0.04, 0.05], [0.02, -0.02, -0.05], [0.00, -0.01, 0.01], [-0.01, 0.01, 0.04], [0.09, -0.03, -0.28], [-0.08, -0.01, 0.20], [0.00, 0.30, -0.09], [0.16, -0.31, -0.43], [-0.20, 0.12, 0.27], [-0.29, 0.03, 0.01], [0.53, 0.22, -0.11], [-0.15, -0.31, 0.37], [-0.12, 0.10, 0.02], [0.01, 0.04, -0.09], [0.11, -0.13, 0.14], [-0.07, -0.07, 0.17], [-0.03, 0.06, 0.12], [-0.03, 0.01, -0.11], [0.02, -0.06, 0.14], [-0.08, -0.05, 0.04], [-0.09, -0.02, -0.07], [0.00, 0.07, -0.12], [0.03, -0.02, -0.09], [-0.07, -0.08, 0.05], [0.14, -0.05, -0.06], [-0.15, 0.10, 0.02], [0.08, 0.10, -0.04], [0.03, -0.01, -0.10], [-0.06, -0.07, -0.05], [-0.07, -0.03, 0.07], [-0.01, -0.01, -0.07], [-0.03, 0.06, 0.04], [-0.01, 0.00, -0.33], [0.10, 0.11, -0.22], [-0.03, -0.01, 0.02]]
}


(2)
{
  "formula": "C25H23ClN2O5RuS5",
  "method": "the ωB97M-V functional and the def2-TZVPD basis",
  "homo_energy_ha": [-0.1692, -0.1756],
  "gap_ev": [7.025, 7.189],
  "multiplicity": 2,
  "s_squared": 0.760,
  "charge": -1,
  "species": ["Ru", "C", "C", "O", "C", "C", "C", "N", "N", "C", "O", "C", "C", "C", "C", "C", "C", "H", "H", "H", "H", "H", "H", "H", "H", "H", "H", "H", "H", "C", "C", "C", "C", "Cl", "C", "C", "C", "O", "C", "C", "O", "O", "H", "H", "H", "H", "H", "H", "H", "H", "C", "S", "C", "C", "S", "S", "C", "S", "S", "H", "H", "H"],
  "positions_angstrom": [[0.26167, 0.74486, 0.57495], [1.77671, -1.31827, 3.90692], [1.87452, -0.49146, 2.65560], [0.91358, 0.35324, 2.47637], [2.94783, -0.60175, 1.80670], [3.11921, 0.24023, 0.66870], [4.47933, 0.28828, 0.03266], [2.15951, 0.99389, 0.19048], [2.51379, 1.85464, -0.87742], [1.41623, 2.28494, -1.41334], [0.22986, 1.98536, -1.00445], [1.49460, 3.21961, -2.57408], [2.68956, 3.39995, -3.26414], [2.75439, 4.28429, -4.32880], [1.62518, 4.99847, -4.71187], [0.43143, 4.81541, -4.02880], [0.36394, 3.92501, -2.96572], [0.73504, -1.59479, 4.06607], [2.10584, -0.73498, 4.76994], [2.38738, -2.21772, 3.83788], [3.74185, -1.29344, 2.04637], [5.06776, -0.56269, 0.36953], [4.99225, 1.21161, 0.30779], [4.39462, 0.28249, -1.05144], [3.55986, 2.83958, -2.95059], [3.68635, 4.41493, -4.86428], [1.67903, 5.69817, -5.53657], [-0.45334, 5.36374, -4.32690], [-0.55937, 3.76021, -2.42725], [-4.33886, -1.71145, 3.21679], [-4.34756, -1.66809, 1.71797], [-4.30326, -2.83693, 0.97156], [-4.26143, -2.78561, -0.41124], [-4.15912, -4.28002, -1.31356], [-4.27558, -1.58165, -1.08538], [-4.33247, -0.40822, -0.34803], [-4.35866, -0.45108, 1.03437], [-4.49201, 0.74740, 1.70773], [-3.39049, 1.32313, 2.41895], [-2.03799, 1.11685, 1.76770], [-1.59326, -0.04677, 1.63683], [-1.36954, 2.10686, 1.37318], [-4.60270, -2.70556, 3.57504], [-5.03967, -0.98663, 3.63305], [-3.34274, -1.47227, 3.59544], [-4.27101, -3.79657, 1.47236], [-4.22822, -1.55989, -2.16500], [-4.33175, 0.55602, -0.83792], [-3.34270, 0.92653, 3.43848], [-3.60613, 2.38862, 2.46050], [2.30239, -1.76141, -2.98770], [3.08987, -2.40843, -1.49986], [1.78366, -2.78758, -0.38348], [0.59279, -2.21044, -0.14445], [-0.15749, -0.86000, -0.99413], [-0.27198, -2.86620, 1.23343], [0.85740, -4.05085, 1.71444], [0.67713, -5.04440, 3.02827], [2.23190, -4.10348, 0.68041], [3.11186, -1.73827, -3.71800], [1.90370, -0.76396, -2.83241], [1.51529, -2.42346, -3.33965]],
  "forces_ev_per_a": [[0.29, 0.11, 1.42], [0.11, 0.03, 0.05], [-0.18, 0.50, 0.19], [-0.31, -0.99, 0.32], [-0.04, 0.03, -0.32], [0.19, 0.04, 0.26], [0.00, 0.11, 0.01], [0.78, 0.20, -0.96], [-0.08, -0.40, 0.30], [-0.35, 0.12, -0.23], [-0.38, 0.29, -0.76], [0.15, -0.08, 0.10], [0.03, 0.03, -0.01], [-0.03, 0.00, -0.01], [0.02, 0.00, 0.03], [-0.01, -0.04, 0.01], [-0.05, 0.00, -0.04], [0.01, -0.03, -0.02], [-0.01, 0.03, 0.00], [0.01, -0.01, 0.03], [0.01, -0.02, -0.02], [0.02, 0.02, -0.02], [-0.02, 0.04, 0.04], [0.02, -0.02, 0.03], [0.01, 0.00, 0.01], [0.01, 0.01, 0.00], [-0.01, -0.01, -0.02], [0.00, 0.01, 0.00], [0.00, 0.01, 0.01], [0.01, 0.01, 0.01], [0.03, 0.08, -0.02], [0.09, -0.03, 0.00], [0.05, -0.07, -0.01], [-0.03, 0.06, 0.02], [-0.02, 0.05, -0.04], [0.04, -0.07, -0.01], [0.02, 0.06, 0.13], [-0.03, 0.01, -0.08], [-0.06, 0.04, 0.12], [0.23, 0.16, -0.07], [-0.36, -0.11, -0.49], [-0.18, 0.21, 0.19], [-0.01, 0.00, 0.01], [0.00, 0.00, 0.00], [0.03, 0.01, -0.02], [-0.02, 0.01, 0.00], [0.01, 0.01, 0.00], [0.01, 0.01, 0.00], [0.00, -0.05, -0.02], [0.01, -0.04, 0.02], [0.04, 0.01, -0.07], [-0.16, 0.00, -0.01], [0.19, -0.13, -0.01], [-0.19, 0.19, -0.14], [0.25, -0.26, 0.05], [-0.28, 0.07, -0.06], [0.07, -0.14, 0.22], [0.00, 0.06, -0.10], [0.05, -0.07, -0.05], [-0.03, 0.01, -0.05], [0.04, -0.02, 0.02], [-0.01, -0.04, 0.03]]
}


(3)
{
  "formula": "C25H23CoN8OS2",
  "method": "the ωB97M-V functional and the def2-TZVPD basis",
  "homo_energy_ha": [-0.3745, -0.3751],
  "gap_ev": [7.353, 7.371],
  "multiplicity": 2,
  "s_squared": 0.770,
  "charge": 1,
  "species": ["Co", "N", "C", "N", "C", "N", "N", "C", "N", "C", "C", "C", "C", "C", "N", "H", "H", "H", "H", "H", "H", "H", "H", "O", "N", "C", "C", "C", "C", "C", "S", "H", "H", "H", "H", "N", "S", "C", "C", "C", "C", "C", "C", "C", "C", "C", "C", "C", "C", "H", "H", "H", "H", "H", "H", "H", "H", "H", "H", "H"],
  "positions_angstrom": [[-0.64033, 1.20656, 0.66384], [2.50162, 1.72402, 1.24925], [1.84960, 1.36886, 2.37030], [2.53178, 1.26800, 3.50150], [1.82144, 0.86331, 4.55814], [2.46039, 0.76592, 5.72561], [0.51195, 0.53217, 4.53373], [-0.07182, 0.67148, 3.37538], [0.52811, 1.09905, 2.26110], [-1.50323, 0.33756, 3.23160], [-2.27599, -0.12839, 4.27574], [-3.61002, -0.41593, 4.03684], [-4.11839, -0.22322, 2.76298], [-3.27144, 0.24694, 1.77184], [-1.99101, 0.51920, 2.00562], [3.42076, 2.11519, 1.37462], [1.94949, 2.05665, 0.46861], [3.42273, 1.04913, 5.77587], [1.94983, 0.54038, 6.56006], [-1.81639, -0.25222, 5.24595], [-4.24779, -0.78349, 4.82950], [-5.15430, -0.43131, 2.53638], [-3.61103, 0.41553, 0.75766], [-1.89640, 1.23874, -0.81888], [-2.06832, 2.37920, -1.49359], [-2.94257, 2.34892, -2.52223], [-3.19373, 3.46415, -3.26883], [-2.52433, 4.65032, -2.95684], [-1.63575, 4.66116, -1.91059], [-1.39859, 3.50434, -1.15461], [-0.32140, 3.45453, 0.17875], [-3.40973, 1.39096, -2.69163], [-3.90412, 3.40999, -4.08007], [-2.70620, 5.54901, -3.53040], [-1.09703, 5.55564, -1.63408], [0.53648, -0.05846, -0.36848], [0.22714, -0.88974, -1.69401], [0.10811, -2.62501, -1.23702], [0.24136, -3.61065, -2.20652], [0.12594, -4.93983, -1.83306], [-0.12613, -5.27293, -0.50709], [-0.27630, -4.27735, 0.44632], [-0.16547, -2.94060, 0.08252], [1.76389, -0.93850, -2.60027], [1.83108, -0.20460, -3.77378], [3.04638, -0.10515, -4.43922], [4.17067, -0.73078, -3.92246], [4.08764, -1.47018, -2.74671], [2.88066, -1.57776, -2.07704], [1.36072, -0.42306, 0.10655], [0.44370, -3.34686, -3.23767], [0.23506, -5.71709, -2.57769], [-0.20770, -6.31290, -0.21990], [-0.48028, -4.53818, 1.47661], [-0.29151, -2.15075, 0.81253], [0.94535, 0.28600, -4.15870], [3.11241, 0.46084, -5.35872], [5.11910, -0.64285, -4.43581], [4.96516, -1.96741, -2.35471], [2.80872, -2.15847, -1.16480]],
  "forces_ev_per_a": [[-0.25, 0.65, -0.54], [-0.06, 0.17, 0.13], [0.11, 0.07, -0.18], [-0.12, -0.04, 0.04], [0.13, 0.03, -0.13], [-0.03, 0.02, 0.02], [-0.03, -0.08, 0.43], [0.23, 0.04, 0.08], [-0.33, -0.03, -0.51], [-0.07, -0.05, 0.19], [0.07, -0.02, 0.25], [-0.04, -0.01, -0.01], [0.07, 0.03, 0.02], [-0.15, 0.01, -0.11], [-0.01, -0.17, -0.44], [0.02, -0.05, 0.00], [0.01, -0.07, -0.03], [0.00, 0.00, 0.03], [-0.01, -0.03, -0.02], [-0.05, -0.01, 0.01], [0.04, 0.01, 0.02], [0.01, 0.00, -0.03], [0.04, 0.00, 0.01], [0.14, -0.15, 0.44], [-0.01, 0.17, -0.11], [-0.11, -0.09, -0.09], [-0.02, 0.02, -0.03], [0.07, 0.01, 0.08], [-0.12, 0.02, -0.14], [0.13, -0.15, 0.18], [0.11, 0.16, 0.28], [0.04, -0.03, 0.06], [0.01, -0.02, 0.00], [0.01, -0.01, 0.01], [0.00, -0.01, 0.02], [0.14, -0.43, 0.14], [0.11, 0.02, 0.11], [-0.03, 0.07, -0.02], [-0.04, -0.04, 0.00], [-0.01, 0.03, -0.02], [-0.01, 0.01, 0.02], [-0.01, -0.02, -0.02], [0.00, -0.05, 0.01], [-0.08, 0.07, 0.03], [0.01, -0.02, -0.01], [0.01, -0.01, -0.02], [-0.03, 0.01, 0.00], [0.00, -0.02, 0.02], [0.07, 0.00, -0.05], [0.00, -0.04, -0.09], [0.02, -0.01, 0.02], [0.00, 0.00, 0.01], [0.00, 0.01, 0.00], [0.00, 0.00, -0.01], [0.03, 0.01, -0.01], [0.02, 0.01, 0.00], [0.00, 0.00, 0.01], [-0.01, -0.02, -0.01], [0.00, 0.02, 0.00], [-0.01, 0.00, -0.01]]
}


Listing ΔE to the lowest compared entry with this formula, charge and spin for the structures above in their given order: 30.71; 29.50; 7.19 kcal/mol.
Listing electronic energy for the structures above in their given order: -52038.7570; -108799.4685; -99560.5034 eV.